1.
{
  "formula": "C21H48AlN2O8P2",
  "method": "the ωB97M-V functional and the def2-TZVPD basis",
  "species": ["C", "C", "Al", "O", "C", "O", "O", "P", "P", "O", "O", "O", "H", "H", "H", "H", "H", "H", "H", "H", "H", "H", "H", "H", "C", "C", "C", "C", "C", "C", "N", "O", "C", "C", "C", "H", "H", "H", "H", "H", "H", "H", "H", "H", "H", "H", "H", "H", "H", "H", "H", "H", "H", "C", "C", "C", "C", "C", "C", "N", "O", "C", "C", "C", "H", "H", "H", "H", "H", "H", "H", "H", "H", "H", "H", "H", "H", "H", "H", "H", "H", "H"],
  "positions_angstrom": [[3.7085, -2.0350, 5.7902], [3.5480, -0.9926, 4.6600], [3.4311, -1.6759, 2.7889], [2.9674, -0.3041, 1.7295], [5.2075, -2.3826, 2.0820], [5.2064, -2.7670, 0.6901], [4.9938, -1.6139, -0.1441], [1.7188, -3.3018, 2.4354], [1.6420, -4.7645, 3.9968], [0.8597, -4.3753, 5.1720], [0.9815, -6.0823, 3.3146], [3.1082, -5.2661, 4.4367], [4.2671, -1.6179, 6.6301], [4.2143, -2.9325, 5.4425], [2.7307, -2.3227, 6.1715], [2.6980, -0.3346, 4.8474], [4.4281, -0.3407, 4.6689], [2.0409, -0.3928, 1.5000], [5.4660, -3.3223, 2.5774], [6.0410, -1.6878, 2.2603], [4.9339, -0.8707, 0.4714], [2.1821, -4.0812, 1.3485], [1.1695, -6.0635, 2.3720], [3.7462, -5.1019, 3.7362], [-0.9670, 3.0712, 1.9309], [-1.6105, 1.7771, 1.4074], [-3.1101, 1.9753, 1.1811], [-3.9146, 2.0354, 2.4797], [-3.6425, 0.7969, 3.3347], [-2.1554, 0.5769, 3.6155], [-1.3764, 0.6326, 2.3392], [-1.4453, -0.4929, 1.7160], [-1.6548, 1.6165, 4.6366], [-1.9376, -0.7879, 4.2589], [-0.9244, 1.4904, 0.0799], [0.1132, 2.9482, 2.0131], [-1.1617, 3.8799, 1.2251], [-1.3391, 3.4034, 2.8950], [-3.4884, 1.1478, 0.5719], [-3.2601, 2.8861, 0.5969], [-3.6768, 2.9484, 3.0330], [-4.9806, 2.0889, 2.2464], [-4.1694, 0.8708, 4.2889], [-4.0436, -0.0817, 2.8197], [-0.5656, 1.6601, 4.6425], [-1.9815, 1.3275, 5.6354], [-2.0440, 2.6194, 4.4709], [-2.3431, -1.5966, 3.6569], [-2.4381, -0.8063, 5.2274], [-0.8770, -0.9848, 4.4163], [0.1352, 1.2787, 0.2239], [-1.0089, 2.3626, -0.5690], [-1.3688, 0.6473, -0.4429], [0.3108, 2.1064, -6.7340], [0.5104, 1.4025, -5.3824], [0.7988, -0.0863, -5.5830], [-0.4323, -0.8915, -5.9949], [-1.5654, -0.6818, -4.9913], [-1.9149, 0.7919, -4.7825], [-0.6768, 1.5835, -4.4889], [-0.3391, 1.4558, -3.2516], [-2.6610, 1.3346, -6.0166], [-2.8735, 0.9362, -3.6070], [1.7217, 2.0688, -4.7431], [0.1888, 3.1806, -6.5887], [1.1937, 1.9493, -7.3542], [-0.5382, 1.7496, -7.3082], [1.1919, -0.5000, -4.6498], [1.5900, -0.1931, -6.3279], [-0.7502, -0.6157, -7.0049], [-0.1762, -1.9515, -6.0344], [-2.4644, -1.2095, -5.3182], [-1.2727, -1.1207, -4.0329], [-2.6767, 2.4251, -6.0146], [-3.6935, 0.9868, -5.9966], [-2.2482, 0.9939, -6.9634], [-2.4761, 0.4935, -2.6972], [-3.8071, 0.4277, -3.8473], [-3.0938, 1.9866, -3.4099], [1.5195, 3.1173, -4.5220], [2.5572, 2.0211, -5.4421], [2.0232, 1.5772, -3.8219]],
  "forces_ev_per_a": [[-0.264, 0.617, -0.153], [0.198, -0.569, -0.040], [0.525, 0.931, -0.023], [0.071, -0.523, 0.245], [-0.539, 0.123, 0.006], [0.209, -0.115, 0.020], [0.172, -0.086, -0.211], [-0.652, 0.215, -0.184], [-0.384, -0.064, -0.087], [0.022, 0.128, 0.284], [0.165, 0.041, -0.035], [0.210, -0.115, 0.039], [0.105, -0.115, 0.141], [0.089, -0.166, 0.123], [-0.037, -0.274, -0.021], [-0.099, 0.056, 0.089], [0.054, 0.138, -0.138], [-0.166, 0.223, -0.218], [0.132, -0.062, 0.090], [0.231, -0.058, -0.015], [-0.387, 0.032, 0.198], [0.221, -0.225, 0.175], [-0.076, -0.147, -0.189], [0.124, 0.046, -0.074], [-0.011, 0.019, 0.223], [0.583, 0.912, -0.091], [-0.345, -0.171, 0.160], [0.079, -0.064, -0.029], [-0.198, 0.115, -0.292], [0.320, 0.325, 0.985], [-1.218, -0.625, -0.610], [0.458, 0.053, 0.036], [0.038, 0.128, -0.073], [-0.025, -0.231, -0.114], [-0.002, -0.247, -0.195], [0.014, -0.043, 0.021], [0.016, -0.064, -0.100], [-0.028, -0.031, -0.029], [0.083, -0.065, 0.032], [0.061, 0.024, -0.020], [0.037, -0.013, 0.009], [-0.007, 0.021, 0.007], [0.031, -0.019, 0.049], [0.097, -0.030, -0.026], [0.014, -0.001, -0.023], [-0.012, -0.110, -0.015], [0.022, -0.021, -0.040], [0.068, 0.020, -0.066], [-0.004, 0.068, 0.035], [0.011, -0.010, -0.019], [0.005, -0.017, 0.023], [-0.012, 0.064, 0.036], [0.014, -0.043, 0.066], [-0.203, -0.019, -0.051], [0.302, 0.572, -0.810], [-0.186, -0.344, 0.107], [0.004, 0.094, 0.048], [0.302, -0.200, -0.031], [-0.839, 0.300, -0.555], [0.491, -1.272, 0.630], [-0.137, 0.537, 0.001], [0.102, 0.048, -0.088], [0.053, -0.029, 0.286], [0.086, -0.013, 0.265], [-0.026, 0.008, 0.032], [0.080, 0.012, 0.080], [0.019, -0.032, 0.032], [-0.045, 0.079, 0.058], [0.026, 0.059, -0.016], [-0.014, 0.030, 0.012], [0.002, -0.012, -0.019], [-0.055, 0.031, 0.010], [0.017, 0.093, 0.038], [0.026, 0.011, -0.001], [-0.011, -0.023, 0.104], [0.037, 0.021, 0.028], [0.067, 0.066, -0.008], [-0.019, -0.008, -0.075], [0.018, 0.006, -0.003], [-0.029, 0.000, 0.012], [-0.012, -0.004, -0.067], [-0.062, 0.011, 0.018]],
  "charge": -1,
  "homo_lumo_gap_ev": [6.917, 6.758],
  "multiplicity": 3
}


2.
{
  "formula": "C21H48BBrN3O3P2",
  "method": "the ωB97M-V functional and the def2-TZVPD basis",
  "species": ["C", "C", "C", "B", "Br", "C", "C", "C", "C", "C", "C", "C", "C", "C", "C", "C", "O", "C", "P", "O", "H", "H", "H", "H", "H", "H", "H", "H", "H", "H", "H", "H", "H", "H", "H", "H", "H", "H", "H", "H", "H", "H", "H", "H", "H", "H", "H", "H", "H", "H", "O", "P", "N", "C", "C", "N", "C", "C", "N", "C", "C", "H", "H", "H", "H", "H", "H", "H", "H", "H", "H", "H", "H", "H", "H", "H", "H", "H", "H"],
  "positions_angstrom": [[-0.4148, -6.7686, 0.4570], [-0.5134, -5.8326, -0.6168], [-0.8913, -4.6869, -1.7755], [-2.3221, -5.1563, -2.4348], [-2.5794, -7.1795, -2.3510], [-3.6414, -4.3276, -1.9150], [-3.6138, -3.8758, -0.3410], [-3.7922, -2.2467, -0.2867], [-2.6873, -1.3937, -1.1441], [-1.7360, -0.6012, -0.0699], [-0.2670, -0.1701, -0.6621], [0.9295, -1.1780, -0.1033], [2.0829, -1.2687, -1.2672], [2.5191, -2.8101, -1.6693], [4.0841, -2.7347, -2.2417], [4.8728, -4.1878, -2.0934], [4.7567, -4.7730, -0.7274], [5.9280, -4.2326, 0.0018], [-2.1735, -4.7604, -4.3421], [-3.4894, -5.1217, -5.1492], [-0.6330, -7.3026, 1.5023], [-0.0596, -4.7252, -2.6209], [-0.9154, -3.6663, -1.2026], [-4.5812, -5.0458, -2.0767], [-3.8137, -3.4330, -2.6779], [-4.6020, -4.3310, 0.1508], [-2.7236, -4.3000, 0.2887], [-4.8574, -1.9946, -0.7618], [-3.8272, -1.8250, 0.8164], [-3.2943, -0.5539, -1.7367], [-2.1052, -2.0001, -1.9577], [-2.3122, 0.4010, 0.2157], [-1.5922, -1.2363, 0.9023], [-0.3099, -0.1338, -1.8330], [-0.0307, 0.9055, -0.2026], [1.4050, -0.6595, 0.8401], [0.5106, -2.2155, 0.2488], [3.0696, -0.7257, -0.9075], [1.7560, -0.7408, -2.2852], [1.7825, -3.1867, -2.5047], [2.4306, -3.5613, -0.7569], [4.7341, -1.9632, -1.6125], [4.0955, -2.3308, -3.3546], [6.0071, -3.9600, -2.2733], [4.5203, -4.9329, -2.9346], [5.7928, -4.5253, 1.1393], [6.9504, -4.6822, -0.4187], [6.0249, -3.0563, -0.0683], [-0.9654, -5.3387, -4.8719], [-2.0431, -3.2994, -4.4319], [-0.1996, 3.7532, 0.5877], [-0.6957, 4.9210, 1.4753], [0.7210, 5.8055, 1.1915], [1.7491, 6.1995, 2.1278], [0.9646, 6.2897, -0.1622], [-0.5317, 4.0168, 2.9357], [0.2692, 4.3919, 4.0940], [-0.5364, 2.5531, 2.8360], [-1.2660, 6.2634, 2.4957], [-2.6625, 6.0002, 2.9178], [-1.2875, 7.6170, 1.9145], [1.3348, 6.6518, 3.0316], [2.4198, 6.9684, 1.7224], [2.3772, 5.3469, 2.4011], [0.3680, 7.1807, -0.3630], [0.7002, 5.5393, -0.9115], [2.0169, 6.5437, -0.3429], [1.3310, 4.1701, 3.9442], [-0.0553, 3.8393, 4.9845], [0.1565, 5.4423, 4.3703], [0.4302, 2.1762, 2.4857], [-1.3214, 2.2100, 2.1521], [-0.7559, 2.0796, 3.8009], [-3.3373, 5.9851, 2.0526], [-3.0128, 6.7592, 3.6256], [-2.7620, 5.0378, 3.4300], [-1.8204, 7.6348, 0.9576], [-0.2847, 8.0231, 1.7672], [-1.7742, 8.3257, 2.5955]],
  "forces_ev_per_a": [[-1.402, 7.031, -6.454], [0.244, -5.350, 7.607], [1.939, -1.681, 1.620], [-0.073, 0.875, 0.013], [-0.158, -0.220, -0.228], [-1.435, -0.474, -0.066], [-1.586, 0.441, -0.155], [-0.658, 0.055, -0.366], [-0.676, 1.053, 0.555], [0.097, 0.631, -0.527], [-0.289, 0.098, 1.465], [-0.001, 1.093, -0.715], [0.648, -0.662, -0.180], [0.396, 0.594, -0.116], [-0.041, -0.506, 0.637], [0.061, 0.834, -1.091], [2.260, 2.073, -1.277], [0.339, -0.133, 0.942], [-4.132, -0.542, -1.454], [3.166, 0.737, 1.258], [0.754, 1.435, -3.158], [-1.302, 0.233, 2.046], [0.266, -1.900, -1.174], [1.944, 1.682, 0.281], [0.158, -1.442, 1.916], [2.173, 0.995, -0.845], [-1.421, 0.963, -1.389], [2.207, -0.730, 1.044], [0.168, -0.876, -2.118], [1.427, -1.788, 1.122], [-1.022, 0.945, 1.792], [1.136, -2.200, -0.407], [-0.278, 1.132, -1.791], [0.190, -0.052, 2.284], [-0.430, -2.179, -1.409], [-0.966, -1.107, -1.764], [0.824, 1.875, -0.998], [-2.060, -0.989, -0.646], [0.547, -1.003, 2.360], [1.577, 0.607, 1.596], [0.350, 1.702, -1.878], [-1.607, -1.491, -1.172], [0.051, -1.074, 2.207], [-2.001, -0.558, 0.076], [0.477, 1.242, 2.042], [0.307, 0.550, -2.426], [-2.208, 0.779, 0.881], [-0.424, -2.314, 0.090], [-0.196, 0.473, 0.013], [0.653, -0.804, -0.015], [-4.147, 1.092, -1.687], [7.351, -2.164, 4.132], [1.440, 1.783, -1.153], [-0.204, 0.176, 0.441], [-0.157, -0.473, -0.263], [-0.474, -0.682, 0.587], [-0.518, 0.477, 0.453], [-0.333, -0.073, -0.462], [-3.077, -0.194, -2.042], [-0.522, -0.279, 0.689], [0.479, 0.445, -0.149], [-0.009, -0.151, 0.165], [-0.287, -0.200, -0.249], [0.064, 0.043, 0.192], [-0.026, 0.348, -0.238], [-0.051, -0.045, 0.090], [-0.217, -0.121, 0.263], [0.018, -0.019, -0.007], [-0.043, -0.129, -0.211], [0.072, -0.074, -0.304], [-0.028, -0.108, -0.086], [0.383, 0.085, 0.030], [0.080, 0.387, 0.040], [-0.081, 0.209, 0.188], [0.164, 0.047, -0.193], [0.291, 0.134, -0.220], [-0.019, 0.204, 0.096], [0.004, -0.379, -0.114], [-0.147, -0.392, -0.016]],
  "charge": -1,
  "homo_lumo_gap_ev": 5.050
}


3.
{
  "formula": "C21H48Br2IN4O4S2",
  "method": "the ωB97M-V functional and the def2-TZVPD basis",
  "species": ["C", "C", "Br", "C", "Br", "S", "O", "O", "N", "S", "O", "O", "I", "H", "H", "H", "C", "C", "N", "C", "C", "C", "C", "H", "H", "H", "H", "H", "H", "H", "H", "H", "H", "H", "H", "H", "H", "H", "C", "C", "N", "C", "C", "C", "C", "H", "H", "H", "H", "H", "H", "H", "H", "H", "H", "H", "H", "H", "H", "H", "C", "C", "N", "C", "C", "C", "C", "H", "H", "H", "H", "H", "H", "H", "H", "H", "H", "H", "H", "H", "H", "H"],
  "positions_angstrom": [[-3.6744, 1.2676, 0.4432], [-2.6859, 2.3619, 0.7303], [-3.5711, 3.9636, 1.2112], [-1.3623, 2.2791, 0.6636], [-0.5509, 0.6314, 0.2361], [-0.1717, 3.5878, 1.0709], [0.0688, 3.3648, 2.4740], [-0.7509, 4.8264, 0.6323], [1.1066, 3.1430, 0.2707], [1.5659, 3.7378, -1.1081], [2.3662, 2.7476, -1.7795], [2.0215, 5.0953, -1.0491], [-0.4272, 3.8885, -2.5703], [-4.3874, 1.1801, 1.2648], [-3.1751, 0.3160, 0.2727], [-4.2435, 1.5295, -0.4549], [-2.3617, -3.3584, 5.5982], [-2.3202, -1.8540, 5.3728], [-2.3845, -1.4881, 3.9718], [-2.0403, -0.0980, 3.7133], [-2.9490, 0.9894, 4.2949], [-3.5218, -2.0068, 3.2344], [-4.9289, -1.6590, 3.7419], [-1.5907, -3.8547, 5.0072], [-2.1857, -3.5795, 6.6523], [-3.3282, -3.7883, 5.3317], [-1.3727, -1.4655, 5.7556], [-3.1111, -1.3840, 5.9820], [-1.9726, 0.0300, 2.6319], [-1.0258, 0.0614, 4.0902], [-3.9027, 1.0562, 3.7708], [-2.4565, 1.9582, 4.1897], [-3.1530, 0.8336, 5.3559], [-3.4333, -3.0960, 3.1948], [-3.4143, -1.6680, 2.2009], [-5.0134, -1.8006, 4.8208], [-5.6632, -2.3130, 3.2663], [-5.2092, -0.6311, 3.5159], [2.5239, 0.6946, 2.5571], [3.6737, -0.2979, 2.5640], [3.6700, -1.1543, 1.3873], [4.5858, -2.2706, 1.4742], [6.0908, -1.9723, 1.5436], [3.6323, -0.4519, 0.1104], [4.7403, 0.5633, -0.1884], [1.5684, 0.1817, 2.4507], [2.4973, 1.2645, 3.4874], [2.6107, 1.4194, 1.7496], [3.5976, -0.9531, 3.4381], [4.6199, 0.2576, 2.6797], [4.3944, -2.9273, 0.6195], [4.3096, -2.8447, 2.3657], [6.4839, -1.6319, 0.5863], [6.6347, -2.8790, 1.8208], [6.3133, -1.2107, 2.2919], [2.6759, 0.0704, 0.0381], [3.6149, -1.2148, -0.6718], [4.9141, 1.2248, 0.6614], [4.4339, 1.1954, -1.0221], [5.6860, 0.0851, -0.4493], [0.2128, 1.8455, -7.2521], [0.5609, 0.8644, -6.1429], [-0.5833, 0.5006, -5.3296], [-0.2269, -0.1610, -4.0874], [0.4118, -1.5532, -4.1668], [-1.7254, -0.0367, -6.0418], [-1.5118, -1.2930, -6.9002], [-0.2955, 2.7184, -6.8404], [1.1254, 2.1803, -7.7476], [-0.4283, 1.3990, -8.0142], [1.2833, 1.3357, -5.4717], [1.0734, -0.0068, -6.5867], [-1.1271, -0.2163, -3.4686], [0.4544, 0.5094, -3.5540], [-0.3084, -2.3249, -4.4412], [0.8174, -1.8187, -3.1905], [1.2341, -1.5820, -4.8840], [-2.1249, 0.7507, -6.6866], [-2.5052, -0.2309, -5.3008], [-0.6158, -1.2076, -7.5173], [-2.3620, -1.4293, -7.5726], [-1.4200, -2.1962, -6.2983]],
  "forces_ev_per_a": [[0.080, 0.082, -0.137], [-0.101, -0.238, -0.063], [-0.068, 0.117, 0.067], [-0.105, 0.149, -0.022], [0.044, -0.235, -0.137], [-0.244, -0.158, 0.387], [-0.004, 0.154, -0.186], [0.194, -0.037, 0.168], [0.198, 0.072, -0.134], [-0.085, -0.125, -0.129], [0.120, 0.208, 0.134], [0.155, -0.085, 0.021], [-0.162, -0.126, -0.178], [0.061, -0.028, 0.010], [-0.055, 0.039, 0.049], [0.036, -0.009, 0.075], [0.031, 0.005, 0.025], [-0.028, -0.002, 0.004], [-0.042, -0.026, 0.039], [0.055, 0.087, -0.001], [0.049, 0.091, -0.058], [-0.034, -0.043, -0.059], [0.000, -0.006, -0.048], [-0.008, 0.000, -0.017], [0.004, -0.005, -0.001], [-0.010, 0.005, -0.006], [-0.005, 0.020, 0.009], [0.000, -0.002, -0.013], [-0.010, -0.002, 0.000], [-0.004, -0.019, 0.021], [-0.023, -0.026, 0.016], [0.005, -0.002, -0.014], [0.011, -0.020, 0.008], [0.012, -0.004, 0.032], [-0.005, 0.023, 0.002], [0.002, -0.017, 0.006], [-0.003, 0.004, -0.008], [0.025, 0.012, 0.043], [0.004, 0.038, 0.155], [0.018, 0.048, -0.058], [0.014, 0.062, 0.038], [0.024, -0.093, 0.009], [0.004, -0.040, -0.016], [-0.085, 0.050, -0.093], [0.029, -0.031, -0.038], [-0.018, -0.016, -0.039], [0.036, -0.033, 0.017], [-0.060, 0.034, -0.033], [-0.018, -0.010, -0.005], [-0.002, -0.011, 0.003], [0.002, 0.013, -0.002], [0.004, 0.028, 0.015], [-0.013, 0.028, 0.014], [-0.004, 0.001, -0.004], [-0.001, 0.001, 0.007], [0.004, -0.006, 0.026], [0.008, -0.027, -0.037], [-0.002, 0.011, 0.021], [-0.019, -0.002, -0.023], [-0.007, 0.026, 0.049], [0.023, 0.021, 0.006], [0.012, 0.035, 0.011], [0.026, -0.089, -0.075], [-0.005, 0.098, 0.193], [-0.031, 0.013, -0.027], [-0.060, -0.004, -0.030], [-0.046, 0.000, 0.015], [-0.010, -0.007, 0.008], [-0.001, 0.007, 0.001], [-0.006, -0.011, -0.001], [0.005, -0.010, 0.005], [-0.017, -0.004, 0.002], [-0.009, 0.008, -0.007], [-0.006, -0.011, -0.027], [0.004, 0.015, -0.035], [0.029, -0.012, 0.055], [0.005, 0.010, 0.003], [0.031, 0.014, -0.008], [0.008, -0.021, 0.009], [-0.001, 0.017, -0.013], [-0.005, -0.006, 0.004], [0.051, 0.013, 0.001]],
  "relative_energy_kj_mol": 0.0,
  "charge": -1,
  "homo_lumo_gap_ev": 8.170
}


These records have energy values of -67090.4960 -122454.6700 -206562.5421 eV, in the order they appear.